The following is a quantum chemistry calculation of a structure of composition C44H44AgClO3PS, from the OMol25 dataset.

Structure (XYZ):
```
95
C44H44AgClO3PS (ωB97M-V with the def2-TZVPD basis set)
Ag 0.83 -1.51 0.33
Cl -0.16 -1.13 3.13
S 1.34 -0.85 -2.77
P -1.07 -3.06 0.70
O 1.82 -1.96 -1.87
O -0.49 0.50 -0.07
O 2.96 -1.13 1.28
C -3.35 -1.54 1.43
C 3.84 -0.29 1.41
C 4.99 3.89 -1.81
C 2.77 2.90 -2.45
C 3.54 1.16 1.48
C -0.75 -2.74 3.48
C -0.21 -5.21 -0.76
C -1.70 -5.24 4.13
C -3.98 6.03 0.33
C -0.78 -3.12 4.81
C -1.90 2.37 -0.52
C -1.49 2.03 1.98
C 2.30 1.62 1.06
C -1.26 -4.39 5.13
C 2.94 3.87 1.61
C 4.55 1.41 -1.84
C -1.66 -4.84 2.81
C -3.27 4.75 0.04
C -2.03 2.80 0.82
C -2.57 -2.07 0.41
C 4.48 2.07 1.96
C -3.14 4.29 -1.27
C -4.40 -0.69 1.13
C -2.60 -5.11 -0.47
C -4.70 -0.37 -0.18
C -2.47 3.12 -1.57
C -2.40 2.68 -3.01
C -0.35 -6.40 -1.48
C 1.93 1.82 -2.66
C 2.00 2.98 1.11
C 3.72 0.32 -2.05
C 4.18 3.42 2.03
C -1.19 -3.57 2.45
C -3.94 -0.91 -1.21
C 5.27 -0.75 1.54
C -1.33 -4.58 -0.25
C -1.18 1.15 -0.85
C 1.93 -1.31 -4.40
C -2.72 3.99 1.06
C 4.09 2.71 -2.04
C -2.87 -1.75 -0.92
C -1.61 -6.93 -1.69
C 2.42 0.54 -2.48
C -2.74 -6.29 -1.19
H -4.20 6.13 1.39
H 4.91 4.12 2.42
H -1.37 2.64 -3.38
H -2.94 3.38 -3.64
H -3.37 6.89 0.03
H 2.70 4.93 1.65
H 3.00 -1.53 -4.34
H -1.88 2.45 2.91
H -2.83 4.32 2.08
H -0.40 2.07 2.02
H -2.84 1.69 -3.16
H 1.56 0.93 0.68
H 2.40 3.91 -2.60
H -3.58 4.87 -2.08
H -3.72 -6.70 -1.37
H 4.67 4.45 -0.92
H 4.07 -0.69 -1.89
H 5.94 -0.14 0.93
H -4.92 6.10 -0.23
H 0.53 -6.89 -1.87
H 6.02 3.58 -1.65
H -2.27 -2.16 -1.72
H 1.04 3.33 0.77
H -1.28 -4.69 6.17
H 0.91 1.98 -2.98
H 5.57 1.25 -1.52
H 0.77 -4.78 -0.62
H 5.33 -1.79 1.25
H 1.38 -2.19 -4.72
H -4.17 -0.68 -2.24
H 5.45 1.73 2.29
H -1.76 0.98 1.92
H -1.27 0.80 -1.89
H 5.59 -0.65 2.58
H -1.72 -7.85 -2.25
H -1.99 -5.52 2.04
H -2.06 -6.23 4.38
H -5.52 0.30 -0.41
H 1.75 -0.48 -5.08
H -0.44 -2.44 5.57
H 4.96 4.58 -2.65
H -5.00 -0.27 1.94
H -3.14 -1.79 2.46
H -3.48 -4.61 -0.09
```

Summary:
electronic energy	-89126.6791	eV
charge	+1
HOMO-LUMO gap	0.302	Eh
spin multiplicity	1